[1]
# C19H30N2O3

A single C19H30N2O3 molecule (ωB97M-V with the def2-TZVPD basis set, the Open Molecules 2025 dataset).

E = -1077.225090 a.u.
multiplicity = 1
energy above the lowest of the compared OMol25 structures with the same formula, charge and spin = 1.350 eV
net charge = 0
max |F| = 0.487 eV/A
SMILES = COC(=O)c1ccc(CN2CCN(CC(C)C)[C@H](CCO)C2)cc1
frontier orbital gap = 9.057 eV

Atoms and positions in Å:
C 4.2005 5.7531 3.3722
O 3.3303 4.6342 3.3256
C 3.7623 3.5911 2.5938
O 4.8193 3.5956 2.0114
C 2.8055 2.4619 2.5915
C 3.0839 1.3561 1.7891
C 2.2211 0.2807 1.7687
C 1.0620 0.2884 2.5393
C 0.1298 -0.8912 2.4943
N -0.1238 -1.2933 1.1225
C -0.8307 -2.5535 1.0284
C -0.9551 -2.9728 -0.4351
N -1.6161 -1.9267 -1.1882
C -2.0411 -2.3145 -2.5187
C -3.2787 -1.5303 -2.9777
C -4.4185 -1.7219 -1.9829
C -3.6926 -1.9833 -4.3751
C -0.8982 -0.6650 -1.0942
C 0.5282 -0.6811 -1.6787
C 1.0449 0.7210 -1.9969
O 2.3592 0.7083 -2.5016
C -0.8558 -0.2809 0.3866
C 0.7874 1.3939 3.3352
C 1.6501 2.4729 3.3677
H 4.3862 6.1320 2.3648
H 5.1560 5.4728 3.8209
H 3.6996 6.5043 3.9775
H 3.9799 1.3645 1.1875
H 2.4286 -0.5753 1.1465
H 0.6056 -1.7367 3.0040
H -0.8048 -0.6549 3.0354
H -1.8437 -2.4780 1.4642
H -0.2728 -3.3164 1.5776
H 0.0451 -3.2129 -0.8306
H -1.5670 -3.8770 -0.4891
H -2.3065 -3.3743 -2.4847
H -1.2434 -2.2023 -3.2716
H -3.0284 -0.4656 -3.0208
H -4.0834 -1.4511 -0.9858
H -4.7367 -2.7621 -1.9698
H -5.2713 -1.1029 -2.2513
H -4.5613 -1.4235 -4.7133
H -3.9468 -3.0413 -4.3716
H -2.8856 -1.8271 -5.0879
H -1.4887 0.0862 -1.6293
H 1.2012 -1.1504 -0.9616
H 0.5373 -1.2715 -2.6002
H 0.3665 1.2165 -2.7095
H 1.0959 1.3277 -1.0906
H 2.3863 0.1463 -3.2843
H -1.8914 -0.1854 0.7602
H -0.3536 0.6791 0.5109
H -0.1112 1.4091 3.9358
H 1.4341 3.3276 3.9893

Cartesian forces (eV/Å) of the 6 atoms listed first:
0.36 0.21 -0.10
-0.31 -0.28 0.04
0.31 0.22 -0.07
-0.12 0.01 0.05
-0.25 -0.22 0.04
0.06 0.21 0.09

---

[2]
# C23H43AlAsCl2N2O3SSi2

A molecular structure, C23H43AlAsCl2N2O3SSi2 (ωB97M-V with the def2-TZVPD basis set, the Open Molecules 2025 dataset).

E = -5613.240228 a.u.
multiplicity = 1
energy above the lowest of the compared OMol25 structures with the same formula, charge and spin = 0.605 eV
net charge = +1
max |F| = 2.297 eV/A
frontier orbital gap = 5.406 eV

Atoms and positions in Å:
Al -0.0270 0.4536 -0.3615
Cl 5.1492 4.5361 -3.3967
C 4.1341 3.4180 -2.5629
C 4.7126 2.2450 -2.0554
C 3.9177 1.3245 -1.4109
Cl 4.6214 -0.1376 -0.8246
C 2.5306 1.5098 -1.2492
O 1.7689 0.5721 -0.7519
C 1.9646 2.7266 -1.7524
C 0.5927 2.9477 -1.6096
O -0.2179 2.1570 -0.9973
C 2.7963 3.6610 -2.4201
H 5.7679 2.0648 -2.1877
H 0.1560 3.8434 -2.0580
H 2.3634 4.5611 -2.8241
O -0.0050 -1.0836 -1.4290
S 1.3493 -1.6434 -1.9021
C 0.8653 -3.3421 -2.4392
C 0.8527 -3.3774 -3.9619
C 0.5080 -1.9624 -4.4106
C 1.4364 -1.0519 -3.6301
H -0.1209 -3.5185 -2.0180
H 1.5732 -4.0412 -1.9987
H 0.1236 -4.0945 -4.3363
H 1.8350 -3.6629 -4.3429
H -0.5261 -1.7322 -4.1478
H 0.6308 -1.8342 -5.4855
H 1.1558 -0.0010 -3.6593
H 2.4747 -1.1648 -3.9415
C -6.2984 1.4231 0.3167
C -5.5052 0.1356 0.5263
N -4.2890 0.1045 -0.2730
C -4.4553 -0.2928 -1.6662
C -4.1398 -1.7685 -1.9195
C -3.0897 0.4686 0.1964
C -2.9707 1.1185 1.5370
N -1.9936 0.2972 -0.4805
H -7.2128 1.3954 0.9007
H -6.5671 1.5506 -0.7276
H -5.7185 2.2902 0.6180
H -6.1141 -0.7257 0.2366
H -5.2582 0.0122 1.5811
H -3.8242 0.3432 -2.2971
H -5.4904 -0.0909 -1.9503
H -3.1141 -2.0102 -1.6441
H -4.2884 -1.9935 -2.9745
H -4.8048 -2.4030 -1.3379
H -3.7695 1.8352 1.7080
H -2.0072 1.6252 1.5652
H -2.9773 0.3780 2.3389
H -2.1437 -0.1242 -1.3902
C 0.7517 1.6390 4.9265
Si 1.2670 1.6142 3.0850
C 0.5859 3.2058 2.2654
C 3.1721 1.5703 2.9672
As 0.2175 -0.1921 1.9827
Si 1.5359 -2.1033 2.4091
C 1.6880 -2.2905 4.3068
C 3.2641 -2.1534 1.6011
C 0.4792 -3.5331 1.6947
H 1.0269 2.5736 5.4055
H 1.2264 0.8383 5.4837
H -0.3230 1.5173 5.0342
H 1.2805 4.0372 2.3318
H -0.3484 3.5156 2.7267
H 0.3899 3.0233 1.2118
H 3.6201 2.4371 3.4424
H 3.4959 1.5496 1.9304
H 3.5669 0.6836 3.4557
H 2.4032 -1.5791 4.7105
H 2.0176 -3.2811 4.6050
H 0.7297 -2.1054 4.7868
H 3.8356 -1.2714 1.8698
H 3.1768 -2.1716 0.5181
H 3.8329 -3.0217 1.9170
H -0.4150 -3.6823 2.2935
H 1.0076 -4.4795 1.6556
H 0.1636 -3.2819 0.6843

Cartesian forces (eV/Å) of the 6 atoms listed first:
-0.12 -0.77 1.44
0.04 0.10 -0.04
-0.28 0.24 -0.10
-0.64 -0.17 0.27
0.66 -0.15 -0.07
0.01 0.03 -0.04

---

[3]
# C15H16ClIrN3O5S2

A molecular structure, C15H16ClIrN3O5S2 (ωB97M-V with the def2-TZVPD basis set, the Open Molecules 2025 dataset).

E = -2482.589202 a.u.
multiplicity = 1
energy above the lowest of the compared OMol25 structures with the same formula, charge and spin = 0.477 eV
net charge = -1
max |F| = 1.255 eV/A
frontier orbital gap = 6.021 eV

Atoms and positions in Å:
Ir -0.4247 0.5655 -0.0307
S -0.4051 0.5387 2.2131
C 1.2698 0.8988 2.6482
C 1.7269 0.7011 3.9516
C 3.0291 1.0195 4.3037
C 3.8997 1.5312 3.3458
C 3.4566 1.7282 2.0476
C 2.1415 1.4293 1.6892
S 1.5422 1.7214 0.0604
H 1.0433 0.2908 4.6872
H 3.3689 0.8573 5.3199
H 4.9253 1.7639 3.6077
H 4.1293 2.1182 1.2912
C -0.4459 1.7116 -4.7174
O -0.7332 2.7261 -3.7473
C -0.7595 2.2920 -2.4781
O -0.5748 1.1176 -2.1959
N -1.0318 3.3106 -1.6364
N -1.1120 3.0857 -0.2733
H -0.4918 2.2127 -5.6793
H -1.1831 0.9136 -4.6645
H 0.5455 1.2962 -4.5487
H -1.1938 4.2182 -2.0397
H -2.0599 3.0738 0.0766
H -0.4641 3.6459 0.2599
O -2.1835 -0.5648 -0.3710
N -3.2722 0.1473 -0.3785
O -4.3268 -0.3977 -0.6426
O -3.1636 1.3571 -0.1191
Cl -2.4250 -6.2686 -0.0680
C -1.5321 -4.7588 -0.0992
C -1.3063 -4.1282 -1.3087
C -0.5837 -2.9445 -1.3225
C -0.0796 -2.3825 -0.1525
C 0.7229 -1.1209 -0.1803
C -0.3447 -3.0353 1.0497
C -1.0651 -4.2197 1.0865
H -1.6918 -4.5576 -2.2240
H -0.4180 -2.4331 -2.2645
H 1.2708 -1.0300 -1.1234
H 1.4562 -1.1185 0.6290
H 0.0062 -2.5895 1.9736
H -1.2620 -4.7223 2.0243

Cartesian forces (eV/Å) of the 6 atoms listed first:
0.66 1.00 -0.38
0.02 -0.39 0.55
-0.07 0.08 -0.10
-0.02 0.01 -0.02
0.00 0.00 0.01
0.01 -0.01 0.00

---

The lowest frontier orbital gap belongs to which entry? C23H43AlAsCl2N2O3SSi2

---

Which formula does entry 1 have? C19H30N2O3